{"formula": "C30H40CeN3O5PS4", "method": "the ωB97M-V functional and the def2-TZVPD basis", "elements": ["H", "H", "H", "H", "H", "C", "O", "H", "C", "S", "H", "O", "C", "S", "H", "S", "H", "H", "H", "C", "N", "H", "H", "H", "C", "C", "C", "O", "N", "C", "O", "H", "H", "C", "C", "C", "C", "H", "H", "H", "C", "C", "C", "H", "H", "C", "C", "H", "C", "H", "H", "S", "H", "H", "H", "Ce", "C", "C", "N", "C", "H", "H", "C", "C", "H", "C", "C", "H", "C", "H", "O", "C", "H", "H", "C", "H", "H", "H", "H", "H", "P", "C", "C", "H"], "xyz": [[2.21284, 2.31325, 4.90881], [3.55479, 4.54887, -0.37915], [1.10890, 2.82755, -2.74989], [0.23328, 3.84257, 5.12336], [-1.70800, 1.98145, -1.50489], [2.43504, -2.46075, -2.90786], [-1.36743, -2.05903, 0.30207], [-4.48585, 0.61721, 0.88066], [2.91710, -2.82539, 2.25905], [3.86666, -2.47353, 3.55350], [-4.40154, -3.62160, -1.99790], [0.69356, -6.79404, -2.43935], [0.47998, 4.04051, -1.06125], [1.01537, -1.65495, -2.44196], [2.87620, -5.20755, -4.80257], [1.51785, -3.87197, 2.55489], [1.22195, 3.75234, 0.96013], [2.92388, 5.27960, -2.56409], [2.03811, -0.09146, 4.54785], [1.13888, 3.16608, 0.05041], [-1.21558, -4.12799, -1.20693], [-2.54001, 1.89462, 2.68218], [2.40893, 1.83437, -1.10035], [0.44863, -0.24146, 5.25978], [2.73791, 4.22612, -2.37498], [0.12280, 2.78470, 4.72819], [-2.46653, -3.64855, -0.99220], [1.24743, -4.98660, -1.23702], [2.22078, -3.43474, -3.87481], [0.57749, 1.73288, 2.44129], [-4.61694, -5.98065, -2.71528], [-5.63989, 2.43118, 0.07424], [-2.68319, 0.76228, -0.81760], [-3.58292, -4.22062, -1.63964], [-3.68392, 2.72544, -0.90141], [-2.44346, -2.28388, -0.38634], [4.49209, -3.24251, -2.53092], [-4.65973, 3.64014, 0.88665], [-4.30455, 2.37763, -1.74842], [-0.56899, 3.81281, -1.20500], [-2.18353, -6.11743, -2.19825], [1.25566, 1.84235, 5.22704], [1.22219, 3.85720, -2.39484], [4.36219, 3.30116, -1.32449], [0.36184, 3.86008, 2.80580], [-3.46640, -5.49256, -2.17297], [3.14122, -4.42642, -4.04214], [-4.43724, -6.62146, -3.35804], [-1.77429, 2.17400, 0.60503], [0.59661, -0.44837, 2.67306], [-0.73779, 0.45651, 3.53560], [3.15907, -2.21529, 0.67301], [5.15929, -4.96465, -3.51108], [-2.41626, 0.40774, 1.78052], [3.24994, 3.68426, -3.19996], [0.71848, -3.16143, -0.00532], [-0.07791, 2.91827, 3.18594], [-4.59461, 2.69328, 0.34400], [3.64402, -2.21717, -2.43170], [3.38977, 3.75138, -1.10662], [-1.17030, 3.09376, 2.91693], [-4.67476, 1.66033, 2.27564], [4.35112, -4.27152, -3.42023], [0.34442, 0.43660, 3.27837], [5.42513, -3.16247, -1.95560], [-2.45295, 1.80926, -0.74894], [-2.66951, 1.48106, 1.68367], [-1.76467, 3.29701, 0.65917], [2.54824, 2.67850, -0.40906], [-3.37953, 3.77379, -1.08769], [-3.40882, -1.55156, -0.52052], [-1.04816, -5.29506, -1.82495], [3.11936, 2.39518, 0.49509], [1.29410, 1.90280, 6.31863], [-4.19107, 1.57577, 1.32719], [1.33430, -3.55046, -4.26293], [-0.79404, 2.46656, 5.15110], [0.76091, 4.49568, -3.19641], [-1.99184, -7.14123, -2.56874], [0.52294, 5.07788, -0.74166], [0.05414, 1.60582, 0.64585], [0.35809, -5.78388, -1.82224], [1.10408, 0.44565, 4.63448], [1.63467, 1.91473, 2.45504]], "forces_ev_per_a": [[-0.36, -0.47, 0.02], [0.05, 0.20, -0.10], [0.00, 0.04, 0.17], [0.19, -1.20, -0.19], [0.10, 0.26, -0.84], [-1.37, 0.24, -1.30], [1.18, -0.40, -0.33], [0.01, 0.16, 0.12], [-0.20, -0.35, 1.39], [0.05, 0.09, -0.51], [-0.58, 0.17, 0.96], [-0.82, 1.04, 0.80], [0.87, -0.44, 0.02], [-0.14, 0.56, 0.35], [0.41, 0.76, 1.04], [-0.36, 0.33, -1.34], [0.20, 0.20, 0.03], [-0.21, 0.21, 0.09], [0.44, 0.09, -0.06], [-0.81, -0.84, -0.36], [-1.12, -0.57, 0.74], [0.13, 0.10, -0.07], [0.23, -0.07, 0.43], [0.89, 0.95, -0.17], [-0.36, -0.83, -0.80], [0.52, 1.67, -0.11], [0.20, -0.44, -2.48], [-1.31, 0.23, 0.27], [3.11, -1.15, 1.59], [-1.42, -0.29, 0.57], [0.36, 1.43, 1.62], [0.52, 0.45, -0.10], [-0.30, -0.51, 0.27], [1.51, 0.65, 0.25], [-0.43, -0.22, -0.37], [-0.94, 0.66, 0.84], [1.04, 2.09, 0.01], [0.25, 0.10, -0.23], [0.47, 0.31, 0.11], [-0.24, -0.08, 0.01], [1.01, 1.07, -0.09], [0.19, 1.45, -0.88], [-0.07, 1.13, -1.18], [0.05, 0.19, 0.12], [0.18, -0.36, 0.38], [0.97, -0.38, -0.34], [-0.35, 0.50, -1.69], [0.45, -1.73, -1.44], [0.14, -0.23, 0.16], [-0.21, 0.13, 0.35], [0.53, -0.48, -0.42], [-0.26, 0.09, -0.57], [0.04, -0.52, -0.17], [0.09, 0.44, -0.28], [-0.53, 0.37, 0.17], [-0.15, 0.65, 0.91], [-0.22, 0.62, -0.26], [-0.58, -0.78, 0.79], [-0.02, -1.27, 1.01], [0.08, -0.35, 0.99], [1.38, -0.64, 0.60], [-0.82, 0.13, 0.47], [-0.59, -1.58, -0.03], [-0.43, 0.99, -0.22], [-0.43, 0.13, -0.22], [0.67, 1.38, 0.70], [-0.10, 0.26, -0.28], [-0.26, -0.85, 0.32], [-0.37, 0.02, 0.75], [0.01, -0.55, -0.11], [0.55, -0.27, -0.01], [-2.69, -1.64, 0.69], [-0.33, -0.47, -0.49], [-0.15, -0.40, -0.10], [1.12, -0.52, -0.69], [-1.76, 0.06, -0.47], [-1.08, -0.59, 0.50], [0.12, -0.56, 0.71], [-0.19, 0.79, 0.15], [0.05, 0.28, -0.08], [0.57, 0.52, -0.39], [2.30, -0.96, -1.56], [-1.45, -1.30, 0.24], [0.81, 0.10, -0.37]], "orbital_gap_ev": [5.458, 5.619], "max_force_ev_per_a": 3.7, "relative_energy_ev": 0.277, "homo_ev": [-7.586, -7.587]}

{"formula": "C5H8O", "method": "the ωB97M-V functional and the def2-TZVPD basis", "elements": ["H", "C", "C", "H", "C", "H", "H", "H", "C", "H", "H", "O", "C", "H"], "xyz": [[3.14955, -0.76407, -0.27372], [-1.08335, 0.26990, -0.54309], [2.61460, 0.04572, 0.21727], [-1.43636, 0.84827, -1.40870], [0.23290, -0.29349, -0.85964], [-0.46668, 1.93157, 0.35320], [-2.31072, -1.47954, -0.96801], [2.65997, -0.08812, 1.30075], [-2.09005, -0.79412, -0.14505], [3.03427, 1.01014, -0.07326], [-3.00028, -0.28186, 0.16112], [-0.90559, 1.10576, 0.60923], [1.29384, -0.10250, -0.30820], [-1.70880, -1.38756, 0.69488]], "forces_ev_per_a": [[0.67, 0.03, 0.19], [-0.38, -0.23, -0.18], [0.42, -0.13, -0.07], [-0.19, -0.03, 0.26], [0.45, 0.60, 0.71], [-0.13, -0.45, -0.06], [0.07, 0.18, 0.03], [-0.02, 0.01, -0.14], [-0.17, 0.03, 0.03], [0.18, -0.12, 0.11], [-0.14, -0.17, 0.05], [-0.76, 0.66, -0.01], [0.03, -0.62, -0.77], [-0.03, 0.23, -0.15]], "orbital_gap_ev": 10.180, "smiles": "CC#C[C@@H](C)O", "max_force_ev_per_a": 1.0, "relative_energy_ev": 2.768, "homo_ev": -9.360}

{"formula": "C14H30IrN4O2S4", "method": "the ωB97M-V functional and the def2-TZVPD basis", "elements": ["C", "H", "C", "H", "H", "H", "H", "N", "C", "C", "C", "H", "H", "H", "H", "H", "S", "H", "N", "H", "H", "H", "S", "C", "N", "H", "C", "N", "S", "H", "H", "H", "H", "C", "H", "H", "O", "C", "Ir", "C", "H", "H", "H", "H", "H", "C", "O", "H", "H", "H", "C", "S", "C", "H", "C"], "xyz": [[-1.04238, 1.15357, -1.10608], [0.96397, 0.74852, -4.56795], [2.62004, -0.47645, 2.68531], [-0.26676, 3.93076, -2.69236], [-3.76423, -2.55397, 1.80343], [-1.23079, 0.42622, 4.92705], [3.03576, 0.00497, 3.57142], [-0.56353, -1.21138, -1.48976], [2.29220, -1.92946, 2.98655], [-0.85943, 0.28327, -3.52491], [0.34168, 1.21515, -3.80486], [0.97905, 1.33927, -2.92492], [-0.72416, -0.67488, -4.03204], [-0.19626, -5.02356, 0.62809], [0.35600, -1.37302, -1.89485], [1.26261, -4.86544, 2.60480], [-1.87666, -0.48053, 2.82517], [-1.19262, 2.64808, -4.34553], [1.49983, 5.64602, -2.97889], [0.79174, 5.92704, -2.32179], [0.22056, 2.77491, -5.34145], [-3.23652, -1.93688, 4.13083], [-1.71226, -3.27049, 0.94941], [-1.22732, -0.02291, -2.06843], [2.15725, 4.35481, -4.76447], [-2.30141, -0.22697, -2.03480], [-2.41081, -2.10592, 3.43813], [0.30288, 3.75391, -3.50727], [1.48332, -2.72966, 1.56732], [1.64204, -2.03555, 3.85329], [-0.19446, 1.94147, 3.26808], [2.20593, 6.32791, -3.20135], [-1.16387, -5.29815, 2.06874], [0.56279, -4.05200, 2.40936], [-3.19171, -3.96668, 2.67487], [3.37064, -0.40265, 1.89709], [-1.15516, 2.29480, -1.47624], [-2.89377, -2.98768, 2.29748], [-0.37189, -1.10227, 0.86051], [1.31015, 4.57893, -3.76113], [0.21079, -3.66628, 3.36437], [-0.16747, -0.90398, 4.45588], [-1.74717, 0.71799, -3.98276], [-1.59080, -2.55770, 3.99299], [2.85216, 5.03791, -5.01670], [-0.10738, 2.60804, -4.31613], [-0.77701, 0.80173, 0.14223], [-1.11353, -2.04868, -1.65847], [2.03730, 3.57752, -5.38884], [3.21322, -2.48023, 3.17988], [-0.66606, -0.00430, 4.09856], [1.24874, 0.53697, 2.08485], [-0.57196, -4.55232, 1.53704], [1.04101, 1.28626, 4.33539], [0.31569, 1.02395, 3.56384]], "forces_ev_per_a": [[0.18, -0.07, -0.08], [0.02, 0.00, 0.01], [-0.03, -0.03, 0.02], [0.05, -0.02, 0.05], [-0.01, 0.00, 0.00], [0.02, -0.01, 0.01], [0.03, -0.01, 0.00], [-0.11, -0.37, 0.20], [0.07, -0.01, 0.01], [0.03, -0.03, -0.06], [-0.07, 0.05, 0.03], [-0.05, 0.02, -0.01], [0.00, 0.01, 0.01], [0.00, -0.02, 0.00], [0.01, 0.08, -0.04], [-0.01, -0.01, 0.01], [0.04, -0.07, -0.08], [-0.05, 0.02, -0.05], [-0.03, -0.05, -0.02], [0.00, 0.02, 0.00], [-0.03, -0.03, 0.00], [0.00, -0.02, 0.00], [-0.07, 0.10, -0.15], [-0.07, 0.16, 0.16], [-0.03, -0.01, 0.00], [0.01, -0.06, 0.02], [-0.05, 0.03, 0.02], [0.01, -0.17, 0.02], [-0.14, 0.08, -0.09], [-0.01, 0.01, 0.00], [-0.01, 0.00, 0.00], [0.02, -0.01, 0.02], [0.01, -0.03, -0.01], [0.06, -0.09, -0.01], [-0.03, 0.01, 0.01], [0.02, 0.00, 0.01], [-0.01, -0.12, 0.13], [0.02, -0.03, 0.02], [0.26, 0.23, 0.30], [0.03, 0.11, -0.05], [-0.02, -0.01, 0.01], [0.01, 0.00, 0.00], [-0.03, -0.03, -0.03], [0.01, -0.03, 0.00], [-0.01, 0.01, 0.00], [0.04, 0.06, 0.03], [-0.17, 0.22, -0.25], [0.06, 0.01, -0.23], [0.03, 0.00, 0.01], [0.00, 0.00, 0.03], [-0.02, 0.05, 0.05], [0.06, 0.02, -0.02], [-0.02, 0.01, 0.02], [-0.02, 0.03, 0.01], [-0.02, -0.03, -0.01]], "orbital_gap_ev": [9.353, 6.599], "s2": 6.01, "max_force_ev_per_a": 0.5, "spin_multiplicity": 5, "charge": 3, "homo_ev": [-16.681, -17.751]}